1.
The following is a quantum chemistry calculation of a single C5H7NO molecule in a non-equilibrium geometry, from the Open Molecules 2025 dataset.

Structure (ORCA input):
```
! RIJCOSX wB97M-V def2-TZVPD def2/J DEFGRID3
* xyz 0 1
O -1.597 0.992 1.641
C -0.829 0.847 0.742
C -1.220 -0.101 -0.809
N 0.095 -0.628 -0.864
C 1.002 0.555 -0.699
C 0.710 0.456 0.801
C 0.421 -1.035 0.548
H -1.470 0.423 -1.749
H -1.958 -0.916 -0.638
H 0.665 1.503 -1.143
H 1.978 0.279 -1.092
H 1.363 0.818 1.609
H 1.247 -1.746 0.509
H -0.408 -1.448 1.145
*
```

Computed properties:
HOMO energy = -8.15 eV
frontier orbital gap = 8.96 eV
ΔE to the lowest compared entry with this formula, charge and spin = 311.6 kJ/mol
SMILES = O=C1CN2CC1C2

***

2.
The following is a quantum chemistry calculation of a single C22H24N2O5S2 molecule in a non-equilibrium geometry, from the Open Molecules 2025 dataset.

Structure (ORCA input):
```
! RIJCOSX wB97M-V def2-TZVPD def2/J DEFGRID3
* xyz 0 1
O -0.027 2.854 3.539
S 0.596 1.621 3.154
O 1.124 0.763 4.177
N 1.763 1.928 1.982
C 2.986 1.137 2.076
H 3.048 0.462 1.218
H 2.939 0.542 2.990
C 4.155 2.136 2.106
H 4.919 1.842 2.822
H 4.612 2.209 1.118
C 3.485 3.461 2.469
H 3.339 3.531 3.547
H 4.044 4.328 2.125
C 2.128 3.320 1.782
H 2.215 3.509 0.707
H 1.352 3.954 2.205
C -0.569 0.676 2.171
C -1.714 1.287 1.699
C -2.573 0.573 0.878
C -2.252 -0.727 0.543
C -1.120 -1.349 1.036
C -0.267 -0.638 1.863
H 0.623 -1.083 2.277
H -0.921 -2.372 0.760
S -3.299 -1.655 -0.583
O -3.710 -2.861 0.075
O -4.305 -0.777 -1.105
N -2.219 -2.070 -1.776
C -1.960 -3.467 -2.064
C -0.494 -3.745 -2.006
C 0.297 -4.244 -1.012
C 1.626 -4.208 -1.502
C 1.545 -3.686 -2.755
O 0.270 -3.401 -3.068
H 2.290 -3.478 -3.497
H 2.510 -4.530 -0.992
H -0.029 -4.611 -0.061
H -2.357 -3.738 -3.050
H -2.479 -4.040 -1.296
C -2.044 -1.091 -2.832
C -1.485 0.179 -2.253
C -2.213 1.358 -2.277
C -1.703 2.508 -1.698
C -0.463 2.486 -1.083
C 0.273 1.313 -1.060
C -0.233 0.168 -1.646
H 0.339 -0.748 -1.629
H 1.238 1.293 -0.578
H -0.071 3.379 -0.620
H -2.278 3.421 -1.721
H -3.189 1.370 -2.738
H -3.004 -0.890 -3.322
H -1.347 -1.510 -3.563
H -3.477 1.005 0.480
H -1.913 2.308 1.985
*
```

Computed properties:
HOMO energy = -9.07 eV
frontier orbital gap = 9.37 eV
ΔE to the lowest compared entry with this formula, charge and spin = 65.1 kJ/mol
SMILES = O=S(=O)(c1ccc(S(=O)(=O)N(Cc2ccccc2)Cc2ccco2)cc1)N1CCCC1

***

3.
The following is a quantum chemistry calculation of a single C5H9NO molecule, from the Open Molecules 2025 dataset.

Structure (ORCA input):
```
! RIJCOSX wB97M-V def2-TZVPD def2/J DEFGRID3
* xyz 0 1
C 1.366 0.691 -0.076
C -0.009 0.009 -0.008
C 0.041 -1.194 0.949
C -1.140 0.979 0.355
N -1.212 -0.458 -2.259
C -0.333 -0.501 -1.370
O 0.267 -1.293 -2.226
H 2.137 -0.011 -0.414
H 1.651 1.062 0.914
H 1.350 1.538 -0.771
H 0.321 -0.852 1.952
H 0.780 -1.933 0.622
H -0.933 -1.689 1.014
H -1.167 1.169 1.432
H -1.014 1.930 -0.172
H -2.104 0.552 0.055
*
```

Computed properties:
HOMO energy = -9.66 eV
frontier orbital gap = 10.24 eV
ΔE to the lowest compared entry with this formula, charge and spin = 355.0 kJ/mol
SMILES = CC(C)(C)C1=NO1

***

4.
The following is a quantum chemistry calculation of a molecular structure, C20H28ClGdN3O5 in a non-equilibrium geometry, from the Open Molecules 2025 dataset.

Structure (ORCA input):
```
! RIJCOSX wB97M-V def2-TZVPD def2/J DEFGRID3
* xyz -1 8
Gd 0.858 1.343 -0.600
Cl 2.821 3.024 -1.097
N 2.217 -0.862 -0.207
N -1.736 1.781 0.169
C 2.578 -1.353 -1.373
C -2.657 1.750 -0.761
C 2.751 -1.818 0.821
C 3.813 -2.592 0.034
C 1.688 -2.799 1.292
C 3.338 -1.083 2.010
H 1.261 -3.362 0.448
H 0.889 -2.263 1.816
H 2.161 -3.516 1.983
H 4.125 -0.396 1.672
H 3.786 -1.824 2.687
H 2.565 -0.525 2.549
C -2.446 1.991 1.479
C -3.914 2.118 1.068
C -1.930 3.265 2.130
C -2.281 0.798 2.401
H -2.709 -0.097 1.933
H -2.836 1.005 3.330
H -1.225 0.629 2.633
H -2.188 4.123 1.498
H -0.842 3.224 2.259
H -2.406 3.388 3.113
O -3.926 1.893 -0.377
H -4.346 3.113 1.253
H -4.577 1.356 1.501
O 3.462 -2.341 -1.374
H 3.812 -3.683 0.164
H 4.833 -2.209 0.193
C 1.964 -0.897 -2.662
C -2.399 1.459 -2.210
C -1.696 0.118 -2.334
H -1.725 2.261 -2.560
H -3.346 1.474 -2.761
C -0.333 0.048 -2.224
C 0.449 -1.035 -2.566
H 2.283 2.776 0.270
C -0.217 -2.275 -2.686
C -1.609 -2.278 -2.561
C 0.578 -3.516 -2.928
C -2.376 -1.116 -2.434
H -2.120 -3.239 -2.560
C -3.868 -1.115 -2.421
H -4.237 -2.134 -2.499
H -4.295 -0.523 -3.244
H -4.224 -0.678 -1.481
H 1.301 -3.407 -3.751
H -0.091 -4.343 -3.160
H 1.142 -3.779 -2.024
H 2.374 -1.498 -3.483
H 2.267 0.165 -2.792
O 1.576 1.711 3.226
N 1.127 1.734 2.106
O 1.212 2.854 1.336
O 0.651 0.673 1.519
*
```

Computed properties:
HOMO energy (spin up / spin down) = -1.70 / -0.75 eV
<S²> = 16.7859
frontier orbital gap (spin up / spin down) = 4.37 / 3.48 eV

***

5.
The following is a quantum chemistry calculation of a molecular structure, C32H41ClN3O2P2ReS in a non-equilibrium geometry, from the Open Molecules 2025 dataset.

Structure (ORCA input):
```
! RIJCOSX wB97M-V def2-TZVPD def2/J DEFGRID3
* xyz 3 4
Re 11.531 -15.911 -8.875
Cl 13.078 -19.641 -2.578
C 13.009 -18.840 -4.109
C 13.947 -17.885 -4.307
C 14.026 -17.162 -5.514
C 12.938 -17.139 -6.404
O 12.831 -16.247 -7.462
C 11.943 -18.168 -6.179
C 10.836 -18.317 -7.027
O 10.755 -17.922 -8.287
C 12.029 -19.058 -5.072
H 14.643 -17.638 -3.539
H 14.905 -16.539 -5.695
H 9.917 -18.851 -6.709
H 11.242 -19.767 -4.901
C 13.290 -18.727 -9.898
P 12.744 -17.066 -10.591
C 14.208 -16.271 -11.436
C 11.617 -17.598 -11.975
C 12.071 -18.388 -13.050
C 11.151 -18.617 -14.091
C 9.794 -18.203 -14.004
C 9.397 -17.301 -12.985
C 10.349 -17.016 -12.025
P 9.790 -15.959 -10.575
C 8.985 -14.480 -11.273
C 8.250 -16.983 -10.302
H 14.066 -19.173 -10.556
H 12.366 -19.277 -9.707
H 13.820 -18.569 -8.939
H 14.858 -17.038 -11.930
H 14.757 -15.675 -10.702
H 13.894 -15.648 -12.237
H 13.030 -18.872 -12.921
H 11.544 -19.123 -15.010
H 9.040 -18.427 -14.767
H 8.526 -16.697 -13.039
H 9.744 -13.772 -11.578
H 8.359 -13.959 -10.510
H 8.397 -14.737 -12.173
H 8.439 -18.056 -10.621
H 7.380 -16.544 -10.803
H 8.022 -17.047 -9.222
C 14.422 -12.195 -5.296
N 12.959 -12.483 -5.632
C 12.151 -11.208 -5.938
C 12.782 -13.598 -6.686
C 12.932 -13.219 -8.128
C 13.708 -12.122 -8.501
C 13.787 -11.774 -9.840
C 12.999 -12.407 -10.743
C 12.335 -13.585 -10.401
C 12.310 -14.047 -9.064
H 14.439 -11.421 -4.478
H 14.965 -11.817 -6.190
H 14.829 -13.126 -4.793
H 12.542 -12.908 -4.775
H 12.560 -10.779 -6.879
H 12.219 -10.566 -5.059
H 11.118 -11.529 -6.061
H 11.761 -13.999 -6.564
H 13.536 -14.333 -6.421
H 14.249 -11.534 -7.711
H 14.485 -10.969 -10.188
H 12.922 -12.074 -11.785
H 11.797 -14.036 -11.239
C 5.589 -12.582 -7.004
C 7.066 -12.629 -7.366
C 7.652 -11.552 -7.998
C 8.999 -11.655 -8.390
N 9.712 -12.799 -8.218
C 9.123 -13.819 -7.567
S 9.666 -15.469 -7.304
N 7.887 -13.663 -6.966
C 9.685 -10.468 -9.009
H 5.278 -11.529 -7.009
H 5.440 -13.069 -6.027
H 5.034 -13.144 -7.734
H 7.059 -10.762 -8.419
H 7.478 -14.554 -6.718
H 10.616 -10.338 -8.435
H 9.023 -9.518 -8.941
H 9.920 -10.694 -10.060
*
```

Computed properties:
HOMO energy (spin up / spin down) = -15.65 / -16.01 eV
<S²> = 3.7855
frontier orbital gap (spin up / spin down) = 7.16 / 6.68 eV
ΔE to the lowest compared entry with this formula, charge and spin = 0.0 kJ/mol

***

6.
The following is a quantum chemistry calculation of a molecular structure, C28H38FN7NaO3S in a non-equilibrium geometry, from the Open Molecules 2025 dataset.

Structure (ORCA input):
```
! RIJCOSX wB97M-V def2-TZVPD def2/J DEFGRID3
* xyz 1 1
Na -0.195 -0.130 0.023
C 7.506 0.378 -0.104
C 6.650 1.623 0.089
N 5.259 1.423 -0.339
C 4.394 0.875 0.558
C 3.103 0.538 0.327
C 2.361 -0.048 1.550
O 3.091 -0.478 2.447
O 1.102 -0.004 1.492
C 2.565 0.737 -1.000
O 1.401 0.497 -1.366
C 3.533 1.258 -1.988
C 3.134 1.422 -3.317
C 3.997 1.893 -4.258
F 3.587 1.986 -5.548
C 5.313 2.252 -3.942
C 5.714 2.094 -2.627
C 4.848 1.589 -1.645
N 6.188 2.745 -4.922
C 7.620 2.684 -4.784
C 8.205 4.055 -4.493
N 7.785 4.987 -5.609
C 6.280 5.024 -5.774
C 5.772 3.608 -6.003
H 8.539 0.570 0.194
H 7.497 0.059 -1.150
H 7.121 -0.444 0.503
H 7.068 2.471 -0.447
H 6.616 1.912 1.136
H 4.785 0.697 1.554
H 2.127 1.147 -3.603
H 6.712 2.387 -2.341
H 8.054 2.303 -5.719
H 7.921 1.997 -4.001
H 9.293 4.050 -4.445
H 7.796 4.468 -3.573
H 8.200 4.662 -6.482
H 8.146 5.923 -5.441
H 6.047 5.688 -6.604
H 5.879 5.437 -4.850
H 6.166 3.227 -6.955
H 4.692 3.647 -6.097
C -1.491 0.550 -5.170
C -2.048 0.422 -3.791
C -3.325 0.196 -3.332
C -3.224 0.168 -1.921
N -1.975 0.370 -1.540
N -1.277 0.523 -2.690
C -4.306 -0.049 -0.906
H -2.300 0.620 -5.894
H -0.877 -0.314 -5.435
H -0.873 1.446 -5.266
H -4.216 0.065 -3.928
H -0.273 0.650 -2.628
H -5.275 -0.149 -1.392
H -4.355 0.788 -0.208
H -4.118 -0.955 -0.326
N -0.523 -6.710 -0.227
C -0.512 -5.339 -0.302
C -0.915 -4.669 -1.462
C -0.934 -3.291 -1.467
N -0.587 -2.534 -0.423
C -0.186 -3.182 0.682
C -0.136 -4.556 0.792
H -0.575 -7.236 -1.081
H -0.021 -7.151 0.523
H -1.215 -5.224 -2.344
H -1.261 -2.757 -2.356
H 0.127 -2.561 1.519
H 0.195 -5.017 1.715
C -2.565 3.679 1.145
S -1.165 2.573 1.385
C -1.745 1.649 2.822
H -3.455 3.135 0.823
H -2.287 4.395 0.372
H -2.774 4.217 2.068
H -2.056 2.335 3.609
H -0.901 1.054 3.174
H -2.572 0.987 2.563
*
```

Computed properties:
HOMO energy = -9.40 eV
frontier orbital gap = 6.09 eV
ΔE to the lowest compared entry with this formula, charge and spin = 9.7 kJ/mol

***

7.
The following is a quantum chemistry calculation of a molecular structure, C13H33N3O6Pt in a non-equilibrium geometry, from the Open Molecules 2025 dataset.

Structure (ORCA input):
```
! RIJCOSX wB97M-V def2-TZVPD def2/J DEFGRID3
* xyz 0 3
Pt 0.759 -1.078 -0.404
C 1.836 -2.807 1.296
O 2.387 -3.640 2.056
O 2.349 -2.508 0.128
O 0.748 -2.186 1.549
C 3.149 0.578 2.352
C 1.840 1.185 1.854
C 1.637 2.665 2.228
O 0.681 3.222 1.342
C 0.402 4.586 1.609
N 1.554 0.879 0.434
H 3.264 -0.464 2.064
H 3.132 0.720 3.434
H 3.961 1.206 1.970
H 1.057 0.607 2.361
H 2.609 3.180 2.263
H 1.338 2.822 3.272
H -0.557 4.767 1.120
H 1.126 5.350 1.331
H 0.151 4.680 2.672
H 0.949 1.671 0.197
H 2.408 1.058 -0.099
C 0.585 -0.436 -4.775
C 0.170 -0.913 -3.350
C 0.265 -2.434 -3.114
O 0.036 -2.755 -1.766
C -0.515 -4.072 -1.616
N 1.169 -0.262 -2.394
H 0.356 -1.299 -5.417
H 1.663 -0.330 -4.832
H -0.057 0.378 -5.092
H -0.793 -0.451 -3.156
H 1.146 -2.884 -3.583
H -0.575 -2.745 -3.759
H -0.584 -4.210 -0.539
H 0.188 -4.780 -2.059
H -1.495 -4.142 -2.094
H 0.974 0.740 -2.400
H 2.047 -0.315 -2.901
C -2.725 -1.916 0.670
C -2.340 -0.440 0.489
C -2.084 0.414 1.699
O -2.225 1.782 1.285
C -2.915 2.620 2.186
N -1.368 -0.315 -0.605
H -3.672 -2.017 1.201
H -2.023 -2.381 1.370
H -2.690 -2.452 -0.274
H -3.216 0.067 0.045
H -1.044 0.441 2.041
H -2.785 0.158 2.495
H -2.433 2.705 3.170
H -3.872 2.126 2.382
H -2.994 3.645 1.836
H -1.203 0.683 -0.728
H -1.771 -0.705 -1.443
*
```

Computed properties:
HOMO energy (spin up / spin down) = -5.48 / -6.59 eV
<S²> = 2.0066
frontier orbital gap (spin up / spin down) = 5.26 / 6.36 eV

***

8.
The following is a quantum chemistry calculation of 4 unconnected molecules or ions with the total composition C3H12O4 in a non-equilibrium geometry, from the Open Molecules 2025 dataset.

Structure (ORCA input):
```
! RIJCOSX wB97M-V def2-TZVPD def2/J DEFGRID3
* xyz 0 1
O -0.048 0.261 1.691
C -0.465 0.753 0.605
C 0.461 1.095 -0.555
C -0.159 0.633 -2.012
H -1.552 0.872 0.411
H 1.462 0.463 -0.558
H 0.542 2.244 -0.405
H -0.807 -0.219 -1.935
H 0.732 0.333 -2.496
H -0.628 1.395 -2.605
H -0.344 -1.764 1.723
H 0.588 -2.449 0.672
O -0.122 -2.617 1.327
H -1.346 -2.585 -0.011
H -2.770 -2.119 -0.491
O -1.787 -2.168 -0.635
H 1.347 2.058 1.866
H 2.713 1.496 1.806
O 2.184 2.319 1.603
*
```

Computed properties:
HOMO energy = -10.45 eV
frontier orbital gap = 10.98 eV
ΔE to the lowest compared entry with this formula, charge and spin = 161.5 kJ/mol
SMILES = CCC=O.O.O.O

***

no.,molar mass (g mol⁻¹),DFT total energy (hartree)
1,97.12,-324.605799
2,460.58,-2134.775794
3,99.13,-325.802351
4,583.16,-2545.110816
5,815.37,-3177.178121
6,594.71,-2359.003332
7,522.50,-1249.985844
8,112.12,-422.399951